No. 1
# C11H20CuN4S

C11H20CuN4S as an isolated structure (the ωB97M-V functional and the def2-TZVPD basis, the Open Molecules 2025 dataset).

Structure (XYZ):
```
37
Properties=species:S:1:pos:R:3:nbo_charge:R:1
Cu -0.1512 -0.2048 0.0063 1.301
C -2.2452 1.7056 -0.6059 -0.254
C -2.1089 1.7179 0.9124 -0.244
N -0.6914 1.5088 1.2954 -0.708
C 0.1933 2.6411 0.9433 -0.259
C 1.5524 2.2332 0.3704 -0.534
S 1.5032 1.0413 -1.0036 0.247
C 0.4185 1.8377 -2.2402 -0.547
C -0.7917 0.9544 -2.4989 -0.242
N -1.4742 0.5778 -1.2222 -0.694
H -1.8797 2.6339 -1.0403 0.214
H -3.2984 1.6266 -0.8717 0.252
H -2.6896 0.9020 1.3443 0.226
H -2.5150 2.6554 1.2976 0.234
H -0.6423 1.3471 2.2943 0.412
H 0.3915 3.2538 1.8229 0.249
H -0.3224 3.2852 0.2351 0.209
H 2.1696 1.7379 1.1225 0.257
H 2.0972 3.1089 0.0211 0.271
H 0.9951 1.9667 -3.1531 0.280
H 0.1622 2.8269 -1.8666 0.240
H -0.4771 0.0268 -2.9754 0.233
H -1.4951 1.4584 -3.1635 0.242
H -2.1164 -0.1832 -1.4379 0.424
N 0.6981 -2.4068 -1.4215 -0.848
C 0.8666 -2.7877 -0.0777 0.381
C 1.0945 -4.0847 0.3345 -0.260
C 1.2260 -4.3476 1.6873 -0.074
C 1.1416 -3.3071 2.6071 -0.247
C 0.8913 -2.0460 2.1322 0.067
N 0.7331 -1.7892 0.8173 -0.626
H 0.6689 -3.2042 -2.0428 0.413
H 1.4268 -1.7729 -1.7250 0.396
H 1.1896 -4.8725 -0.4023 0.252
H 1.4121 -5.3598 2.0223 0.258
H 1.2589 -3.4715 3.6685 0.262
H 0.8082 -1.2095 2.8138 0.215
```

## Properties
- Expectation value of S²: 0.75
- Energy above the lowest of the compared OMol25 structures with the same formula, charge and spin: 0.0 kcal/mol
- Net charge: +2
- HOMO-LUMO gap (alpha / beta): 9.9 / 6.8 eV
- Electronic energy: -2688.3177 Eh
- Multiplicity: 2

No. 2
# C4H9NOS

A 2-piece molecular cluster, C4H9NOS overall at a distorted geometry (the ωB97M-V functional and the def2-TZVPD basis, the Open Molecules 2025 dataset).

Structure (XYZ):
```
16
Properties=species:S:1:pos:R:3:nbo_charge:R:1
C -1.3847 1.0554 1.3816 -0.427
N -1.2534 0.4310 0.0417 -0.573
C 0.1218 0.6047 -0.3782 0.349
C 1.1579 -0.4144 -0.1118 -0.704
S 0.7329 -1.5640 1.1735 -0.272
C 0.4794 1.8414 -0.9616 0.256
O 1.6985 2.1525 -1.3890 -0.458
H -2.3599 0.9707 1.8159 0.219
H -0.6535 0.5211 1.9559 0.224
H -1.1996 2.1377 1.2811 0.198
H -1.3480 -0.5329 0.2315 0.387
H 0.2509 -4.4761 -1.2215 0.006
H 1.2319 -0.9924 -1.0568 0.315
H 2.0570 0.1596 0.1085 0.319
H 0.8527 -4.3410 -1.5972 -0.006
H -0.3838 2.4466 -1.2736 0.167
```

## Properties
- Energy above the lowest of the compared OMol25 structures with the same formula, charge and spin: 142.4 kcal/mol
- Net charge: 0
- HOMO-LUMO gap: 4.8 eV
- Electronic energy: -685.7920 Eh
- Multiplicity: 1

No. 3
# C3H8O2S2

A 2-piece molecular cluster, C3H8O2S2 overall at a distorted geometry (the ωB97M-V functional and the def2-TZVPD basis, the Open Molecules 2025 dataset).

Structure (XYZ):
```
15
Properties=species:S:1:pos:R:3:nbo_charge:R:1
C -1.4140 -0.3290 0.6335 -0.649
C -0.3418 0.5987 -0.0111 -0.054
C 1.0313 0.0268 0.1342 -0.096
O -0.4055 1.9352 0.4643 -0.706
O 0.2561 -1.0575 -1.9153 -1.075
S 2.4345 0.9517 -0.4953 0.158
S 1.4569 -1.3275 1.0487 0.247
H -1.4796 -1.2328 0.0629 0.250
H -1.2075 -0.7109 1.5622 0.187
H -2.3774 0.1755 0.7345 0.237
H -0.5455 0.5818 -1.1355 0.305
H -0.3583 1.9865 1.4728 0.470
H 1.0251 -1.4085 -2.3889 0.432
H 1.7095 1.5305 -1.3653 0.147
H 0.2163 -1.7205 1.1984 0.146
```

## Properties
- Energy above the lowest of the compared OMol25 structures with the same formula, charge and spin: 106.3 kcal/mol
- Net charge: 0
- HOMO-LUMO gap (alpha / beta): 7.3 / 7.1 eV
- Electronic energy: -1065.8126 Eh
- Multiplicity: 1